1.
Molecular formula: C60H48BrN3OP2STe2Tl
Method: DFT, the ωB97M-V functional and the def2-TZVPD basis

Properties
Total charge: -1
Frontier orbital gap: 6.12 eV
HOMO: -4.28 eV
Electronic energy: -188250.535 eV

Last column: Löwdin charge in e.
Element x y z (Å)
Tl1 -0.325106 -0.549967 -0.340560  0.39
O1 -1.020574 1.061584 1.364870  -0.37
N1 -2.059828 1.859040 1.354777  -0.19
C1 -2.128382 2.835706 2.279890  -0.04
C2 -3.196596 3.689920 2.345921  -0.06
C3 -4.233080 3.540589 1.426641  -0.08
C4 -4.146857 2.551151 0.477630  -0.10
C5 -3.050807 1.676674 0.432304  -0.67
S1 -2.946537 0.430313 -0.724796  0.65
H1 -1.283478 2.877257 2.951619  0.13
H2 -3.222006 4.445791 3.116629  0.10
H3 -5.092918 4.196985 1.456751  0.10
H4 -4.922414 2.403927 -0.259611  0.10
Te1 1.173257 -3.290841 2.257045  1.24
C6 1.329230 -4.349606 4.083260  -0.52
C7 1.490357 -5.732362 4.090868  -0.14
C8 1.570158 -6.399127 5.301181  -0.18
N2 1.505475 -5.796361 6.486837  0.04
C9 1.362928 -4.471764 6.472935  -0.17
C10 1.276365 -3.715438 5.317491  -0.14
C11 0.397620 -1.431638 3.172141  -0.82
P1 1.235196 -0.263043 2.061689  0.81
C12 1.293223 1.367735 2.917522  -0.34
C13 1.245471 1.466712 4.302361  -0.11
C14 1.323452 2.706685 4.922939  -0.09
C15 1.467517 3.859675 4.164658  -0.11
C16 1.516392 3.770011 2.779591  -0.09
C17 1.426659 2.531054 2.165099  -0.12
C18 3.022724 -0.653646 2.307046  -0.41
C19 3.868830 -0.713694 1.203918  -0.11
C20 5.234200 -0.906548 1.365660  -0.08
C21 5.766395 -1.047564 2.637067  -0.10
C22 4.922975 -1.021815 3.741633  -0.08
C23 3.561294 -0.829032 3.579821  -0.11
P2 -1.307265 -1.560355 2.488799  0.80
C24 -2.428316 -0.475612 3.467486  -0.37
C25 -2.056475 0.228850 4.605511  -0.10
C26 -2.996157 0.963672 5.316469  -0.09
C27 -4.307773 1.030800 4.873203  -0.11
C28 -4.684544 0.347188 3.724056  -0.09
C29 -3.753780 -0.416874 3.037312  -0.10
C30 -1.872081 -3.080834 3.408433  -0.40
C31 -1.807995 -3.122567 4.798785  -0.10
C32 -2.057367 -4.301699 5.486136  -0.09
C33 -2.384697 -5.456379 4.793469  -0.10
C34 -2.514711 -5.412156 3.413185  -0.09
C35 -2.270332 -4.230060 2.730264  -0.14
H5 1.536666 -6.285208 3.159680  0.09
H6 1.689068 -7.478181 5.330229  0.09
H7 1.311138 -3.997018 7.448559  0.10
H8 1.152922 -2.639166 5.354858  0.07
H9 1.139467 0.565325 4.894428  0.08
H10 1.273056 2.772475 6.003516  0.10
H11 1.539632 4.825346 4.650444  0.09
H12 1.613879 4.665076 2.176082  0.10
H13 1.426388 2.465046 1.085785  0.06
H14 3.452225 -0.628909 0.207160  0.08
H15 5.875270 -0.941757 0.492924  0.10
H16 6.831783 -1.187419 2.773684  0.09
H17 5.334256 -1.144114 4.736561  0.10
H18 2.911194 -0.827533 4.445025  0.09
H19 -1.025498 0.196342 4.932537  0.08
H20 -2.703461 1.484473 6.221429  0.10
H21 -5.040102 1.614103 5.419084  0.09
H22 -5.705456 0.414924 3.367315  0.10
H23 -4.046378 -0.972280 2.152062  0.11
H24 -1.549328 -2.228442 5.351128  0.10
H25 -1.972627 -4.328090 6.565924  0.10
H26 -2.534604 -6.386894 5.327606  0.10
H27 -2.795429 -6.300857 2.860383  0.10
H28 -2.375520 -4.202663 1.653342  0.03
Br1 -0.452599 4.069029 -0.799458  0.82
C36 -1.123699 3.050268 -2.256169  -0.73
C37 -2.001368 3.664185 -3.139863  -0.11
C38 -2.436710 2.916874 -4.219937  -0.07
C39 -1.973085 1.617505 -4.371631  -0.05
C40 -1.124594 1.107650 -3.406688  -0.19
N3 -0.712314 1.811495 -2.354638  0.00
H29 -2.320532 4.682563 -2.974205  0.10
H30 -3.128345 3.350257 -4.930976  0.11
H31 -2.273611 0.999128 -5.206287  0.10
H32 -0.751108 0.088706 -3.467985  0.10
Te2 -0.874284 -3.357503 -0.861577  0.87
C41 -1.417545 -3.437373 -2.930655  -0.61
C42 -2.293127 -2.522722 -3.511109  -0.16
C43 -2.743682 -2.701259 -4.811401  -0.10
C44 -2.336236 -3.804237 -5.548684  -0.11
C45 -1.451810 -4.713759 -4.985831  -0.11
C46 -0.988947 -4.522058 -3.692236  -0.17
H33 -2.643813 -1.674178 -2.933131  0.07
H34 -3.434770 -1.986790 -5.243525  0.10
H35 -2.701626 -3.954316 -6.557098  0.09
H36 -1.129424 -5.579818 -5.551356  0.10
H37 -0.300170 -5.234890 -3.253962  0.08
C47 5.671860 -2.769159 -3.895047  -0.11
C48 5.523569 -1.422722 -3.594949  -0.09
C49 4.353581 -0.954580 -3.017951  -0.02
C50 3.301854 -1.831640 -2.732851  -0.19
C51 3.472095 -3.188266 -3.022660  -0.03
C52 4.644070 -3.652408 -3.596536  -0.09
C53 2.034188 -1.421316 -2.100561  -0.15
C54 1.596890 -0.215058 -1.748436  -0.20
C55 2.170733 1.090132 -2.032565  -0.29
C56 2.083528 1.627960 -3.324776  -0.07
C57 2.597794 2.879232 -3.612575  -0.09
C58 3.202908 3.637453 -2.617702  -0.11
C59 3.301511 3.115696 -1.336551  -0.09
C60 2.797749 1.858478 -1.046459  -0.06
H38 6.584464 -3.132359 -4.351317  0.09
H39 6.327538 -0.725468 -3.798374  0.10
H40 4.255215 0.093375 -2.778566  0.10
H41 2.671020 -3.879965 -2.787464  0.11
H42 4.761802 -4.709645 -3.800726  0.10
H43 1.407628 -2.281014 -1.862613  -0.02
H44 1.625505 1.034916 -4.106474  0.12
H45 2.535287 3.265143 -4.623469  0.10
H46 3.603751 4.617786 -2.842430  0.09
H47 3.776829 3.695891 -0.554221  0.10
H48 2.912552 1.450370 -0.052100  0.08

Forces on atoms 1 to 2 (eV/Å):
Tl 0.4 0.4 -0.5
O 0.1 0.3 -0.1

=====

2.
Molecular formula: C2HNaO2
Method: DFT, the ωB97M-V functional and the def2-TZVPD basis

Properties
Frontier orbital gap: 5.10 eV
HOMO: -5.93 eV
Electronic energy: -10599.053 eV

Last column: Löwdin charge in e.
Element x y z (Å)
O1 -1.699178 0.723982 -0.600815  -0.32
C1 -1.345948 0.372721 0.561699  -0.28
O2 1.826106 -0.070850 0.091591  -0.03
C2 1.876334 0.630817 0.988700  0.04
Na1 -0.452822 -0.992581 -1.324522  0.62
H1 -1.953071 0.865882 1.372871  -0.03

Forces on atoms 1 to 2 (eV/Å):
O 0.1 0.0 0.5
C 0.1 -0.8 -1.0

=====

3.
Molecular formula: C3H3BrO2
Method: DFT, the ωB97M-V functional and the def2-TZVPD basis

Properties
Frontier orbital gap: 10.44 eV
HOMO: -9.67 eV
Electronic energy: -77295.557 eV
Structure (SMILES): C=C(Br)OC=O

Last column: Löwdin charge in e.
Element x y z (Å)
C1 -0.177628 0.592834 0.612507  -0.01
C2 -1.039285 -0.062133 -0.156695  -0.85
Br1 -2.851174 0.456359 -0.082555  0.78
O1 -0.719497 -1.088105 -0.970440  -0.03
C3 -0.334188 -2.169959 -0.248484  -0.37
O2 -0.303722 -2.366245 0.898490  0.14
H1 -0.524045 1.131879 1.501202  0.08
H2 0.869658 0.350391 0.593161  0.08
H3 0.078034 -2.902993 -1.081986  0.18

Forces on atoms 1 to 2 (eV/Å):
C -0.4 -0.6 0.7
C 0.0 2.1 1.2

=====

4.
Molecular formula: C25H18F4N2O6RuS
Method: DFT, the ωB97M-V functional and the def2-TZVPD basis

Properties
Total charge: -1
Spin multiplicity: 2
Frontier orbital gap (alpha / beta): 6.57 / 7.02 eV
Expectation value of S²: 0.76
HOMO (alpha / beta): -4.39 / -4.84 eV
Electronic energy: -65767.989 eV

Last column: Löwdin charge in e.
Element x y z (Å)
Ru1 0.275030 0.211350 1.145554  1.28
C1 -2.444051 -0.900893 2.016393  -0.09
N1 -1.828934 -0.169151 0.899011  -0.39
C2 -2.480634 1.143864 0.782204  -0.10
C3 -1.983669 -0.956079 -0.347478  -0.19
C4 -1.258256 -0.255760 -1.474009  -0.25
N2 0.074352 0.051823 -0.975814  -0.11
C5 1.000498 0.505201 -1.856523  -0.21
C6 2.382095 0.298073 -1.628042  -0.18
F1 2.779096 -0.434821 -0.578219  0.07
C7 3.355946 0.776646 -2.473709  -0.23
F2 4.643609 0.515764 -2.177266  0.08
C8 3.063693 1.481039 -3.628880  0.04
C9 1.724990 1.679252 -3.887106  -0.23
F3 1.355493 2.372492 -4.984822  0.07
C10 0.733385 1.220563 -3.043485  -0.16
F4 -0.542386 1.552568 -3.363924  0.06
H1 -3.526314 -0.981316 1.858013  0.09
H2 -2.251548 -0.356989 2.940087  0.09
H3 -2.001771 -1.889612 2.096664  0.08
H4 -3.543097 1.022657 0.530687  0.09
H5 -1.983916 1.741481 0.023345  0.07
H6 -2.386215 1.661628 1.734153  0.09
H7 -3.050363 -1.094358 -0.571180  0.12
H8 -1.529015 -1.929430 -0.156749  0.12
H9 -1.834012 0.622336 -1.784836  0.09
H10 -1.221562 -0.920795 -2.346780  0.12
H11 3.835839 1.848446 -4.286386  0.12
O1 1.506508 -3.366283 6.489415  0.14
C11 1.392110 -2.624724 5.552799  -0.25
C12 1.953189 -1.216641 5.414329  -0.31
O2 2.622058 -0.632123 6.243142  0.09
C13 1.530420 -0.755219 4.115698  -0.11
C14 0.784012 -1.695210 3.383499  -0.29
O3 0.267734 -1.674596 2.232963  -0.12
C15 0.620136 -2.899686 4.266666  -0.26
O4 -0.014782 -3.888915 4.008235  0.13
O5 1.903395 0.506587 3.729869  0.06
C16 3.496979 9.600154 0.676608  -0.09
C17 3.014418 8.193933 0.950720  -0.76
O6 2.003828 7.951887 1.550208  0.03
S1 4.087134 6.955990 0.246357  1.01
C18 3.243946 5.460086 0.680107  -0.54
C19 2.456931 4.818498 -0.268939  -0.09
C20 1.822021 3.631927 0.056826  -0.02
C21 1.969345 3.069496 1.324662  -0.22
C22 2.763290 3.726216 2.268081  -0.01
C23 3.398729 4.913308 1.949281  -0.09
C24 1.320070 1.801441 1.629372  -0.19
C25 1.331280 0.875099 2.565490  -0.35
H12 2.783853 10.078740 0.004876  0.09
H13 4.486436 9.618681 0.223542  0.06
H14 3.505653 10.154112 1.614376  0.08
H15 2.346550 5.248833 -1.255984  0.10
H16 1.209874 3.112392 -0.671037  0.10
H17 2.882794 3.289644 3.252048  0.12
H18 4.018519 5.418597 2.678698  0.11

Forces on atoms 1 to 2 (eV/Å):
Ru -0.1 -0.1 -0.5
C 0.0 0.0 0.0

=====

Ordered molecular weight results: 1460.566; 80.018; 150.959; 651.556; unit g mol⁻¹.